No. 1
ORCA calculation (ωB97M-V/def2-TZVPD) on a 3-piece molecular cluster, C3H3BrO overall in a non-equilibrium geometry.

```
! RIJCOSX wB97M-V def2-TZVPD def2/J DEFGRID3
* xyz 0 1
C -0.566 0.308 -0.719
C -1.670 0.168 -0.281
C 0.184 -2.028 0.195
O -0.434 -2.838 -0.297
Br 2.997 -0.022 0.136
H 0.349 0.572 -1.161
H 1.811 -0.679 0.538
H -2.609 -0.063 0.132
*
```

=====

No. 2
ORCA calculation (ωB97M-V/def2-TZVPD) on one molecule with the formula C3H3BrO2S in a non-equilibrium geometry.

```
! RIJCOSX wB97M-V def2-TZVPD def2/J DEFGRID3
* xyz 0 1
O 0.195 -3.348 0.525
S -0.309 -2.107 0.086
O -1.760 -1.995 -0.010
C 0.441 -0.690 0.383
C -0.338 0.769 -0.107
C 0.413 1.860 -0.310
Br -0.163 3.624 -0.584
H 1.469 -0.712 0.231
H -1.479 0.849 0.050
H 1.531 1.751 -0.264
*
```

## Properties
SMILES	O=S(=O)=C/C=C/Br

=====

No. 3
ORCA calculation (ωB97M-V/def2-TZVPD) on one molecule with the formula C3H3BrOS in a non-equilibrium geometry.

```
! RIJCOSX wB97M-V def2-TZVPD def2/J DEFGRID3
* xyz 0 1
O -1.715 0.779 -0.160
C -0.631 0.296 -0.036
C 0.715 1.353 -0.532
S 1.943 1.559 0.465
C -0.386 -1.072 0.481
Br 0.756 -2.089 -0.721
H 0.578 1.810 -1.495
H 0.093 -1.053 1.458
H -1.353 -1.582 0.539
*
```

## Properties
SMILES	O=C(C=S)CBr

=====

The calculation returns the following energy above the lowest of the compared OMol25 structures with the same formula, charge and spin values, one per record and in order: 167.1, 127.4, 46.4 kJ/mol.
The calculation returns the following HOMO-LUMO gap values, one per record and in order: 11.572, 8.332, 8.123 eV.